# 1
Formula: C15H18N2O3
Source: the Open Molecules 2025 dataset
Level of theory: ωB97M-V with the def2-TZVPD basis set

Geometry as XYZ:
```
38
Properties=species:S:1:pos:R:3
C 0.6323 1.2786 3.8149
H 0.5738 1.7622 2.8439
H -0.0791 1.7558 4.4828
H 1.6348 1.4195 4.2134
C 0.3028 -0.2073 3.6799
N 1.2710 -0.8973 2.8549
C 1.2464 -0.9708 1.5075
O 2.1277 -1.5354 0.8744
C 0.1278 -0.3443 0.7532
N -1.0228 0.0841 1.2207
O -1.7442 0.5356 0.1746
C -1.0358 0.3921 -0.9672
C 0.1756 -0.1719 -0.6527
H 0.9849 -0.4360 -1.2950
C -1.6488 0.8277 -2.2059
C -2.9444 1.3418 -2.1764
C -3.5696 1.7708 -3.3298
C -2.8982 1.6901 -4.5369
C -1.6116 1.1832 -4.5923
C -0.9688 0.7457 -3.4389
O 0.2884 0.2398 -3.4178
C 1.0042 0.1283 -4.6258
H 1.9656 -0.3051 -4.3547
H 1.1671 1.1063 -5.0894
H 0.4972 -0.5339 -5.3345
H -1.1118 1.1320 -5.5464
H -3.3739 2.0226 -5.4474
H -4.5730 2.1650 -3.2880
H -3.4525 1.3973 -1.2262
C 2.4026 -1.4983 3.5383
C 2.0810 -2.9082 4.0260
H 2.9426 -3.3294 4.5369
H 1.8334 -3.5410 3.1780
H 1.2373 -2.9002 4.7130
H 2.6834 -0.8576 4.3781
H 3.2311 -1.5419 2.8275
H -0.6887 -0.3206 3.2420
H 0.3121 -0.6793 4.6653
```

Its SMILES is CCN(CC)C(=O)c1cc(-c2ccccc2OC)on1. Its spin multiplicity is 1. The total charge is 0. The maximum force comes out at 0.0265 hartree/bohr.


# 2
Formula: C15H18N2O4S2
Source: the Open Molecules 2025 dataset
Level of theory: ωB97M-V with the def2-TZVPD basis set

Geometry as XYZ:
```
41
Properties=species:S:1:pos:R:3
C 3.9219 0.4150 -0.6470
H 3.1324 0.6194 -1.3649
H 4.8665 0.3344 -1.1786
C 3.6465 -0.8778 0.1077
N 2.4229 -0.8213 0.8770
C 1.4972 -1.7932 0.8306
O 1.5424 -2.7464 0.0780
C 0.4005 -1.6496 1.8992
N -0.5395 -0.5631 1.7376
S -0.1987 0.9777 2.2255
O -1.2446 1.4426 3.0833
O 1.1521 0.9926 2.7195
C -0.2948 1.9327 0.7398
C -1.4299 2.3798 0.1338
C -1.1614 3.0186 -1.0944
C 0.1672 3.0328 -1.3891
S 1.1121 2.2717 -0.1733
H 0.6473 3.4543 -2.2500
H -1.9218 3.4432 -1.7245
H -2.4055 2.2544 0.5651
C -1.6351 -0.6948 0.8554
C -2.9203 -0.7573 1.3630
C -4.0023 -0.8803 0.5063
C -3.7886 -0.9490 -0.8579
C -2.5083 -0.8674 -1.3810
C -1.4183 -0.7178 -0.5329
O -0.1320 -0.5460 -0.9333
C 0.1960 -0.8009 -2.2797
H 1.2819 -0.7531 -2.3286
H -0.1299 -1.7984 -2.5834
H -0.2364 -0.0457 -2.9447
H -2.3686 -0.9048 -2.4497
H -4.6252 -1.0588 -1.5316
H -5.0036 -0.9306 0.9044
H -3.0523 -0.7020 2.4317
H 0.8840 -1.4987 2.8678
H -0.1675 -2.5842 1.9207
H 2.3074 -0.0729 1.5513
H 4.4839 -1.0885 0.7845
H 3.5410 -1.7181 -0.5831
H 3.9812 1.2514 0.0453
```

Its SMILES is CCNC(=O)CN(c1ccccc1OC)S(=O)(=O)c1cccs1. Its spin multiplicity is 1. The total charge is 0. The maximum force comes out at 0.0163 hartree/bohr.


# 3
Formula: C15H18N4O4
Source: the Open Molecules 2025 dataset
Level of theory: ωB97M-V with the def2-TZVPD basis set

Geometry as XYZ:
```
41
Properties=species:S:1:pos:R:3
C 1.6391 -0.1362 -0.6393
C 1.5483 1.3281 -0.0613
C 2.8279 -0.7388 0.1996
C 3.0816 -2.1642 -0.2332
C -0.6298 1.5100 -1.1143
C -0.5655 2.1774 -2.5824
C -1.9797 1.8563 -0.5541
C -2.1417 1.1230 0.8574
C -2.3841 1.5882 2.0747
C -1.9580 -0.3209 1.0523
C -1.9447 -0.5619 2.4402
C -1.8272 -1.4353 0.1550
C -2.0045 -1.9657 2.8839
C -1.8332 -2.7650 0.6816
C -1.9292 -3.0454 2.0595
H 1.5680 -1.0768 -2.4026
H 2.7771 0.3727 -2.4533
H 0.6622 -0.7521 -0.5711
H 2.5528 -0.5796 1.3247
H 3.6608 -0.0365 -0.1736
H 3.2805 -4.1331 0.9453
H 2.9193 -2.9438 2.0455
H 0.6052 3.0767 -0.2182
H -0.5195 0.3871 -1.1997
H -2.7407 1.6886 -1.3557
H -2.0464 2.8933 -0.4840
H -2.5674 2.5771 2.3303
H -2.5445 0.5996 4.0038
H -1.9112 -1.3856 -0.8856
H -2.2544 -1.9717 3.9516
H -1.8988 -3.4966 -0.0555
H -1.9027 -4.0905 2.3773
H 0.6918 0.8909 -2.9706
N 1.8293 -0.0678 -2.1453
N 3.5273 -3.0562 0.7630
N 0.5793 2.1040 -0.5192
N -2.1447 0.5772 3.1029
O 2.2611 1.8622 0.7513
O 3.0438 -2.5216 -1.4194
O -1.2208 3.2103 -2.7275
O 0.1325 1.4969 -3.5965
```

Its spin multiplicity is 1. The total charge is 0. The maximum force comes out at 0.1514 hartree/bohr.


# 4
Formula: C15H18N4O4
Source: the Open Molecules 2025 dataset
Level of theory: ωB97M-V with the def2-TZVPD basis set

Geometry as XYZ:
```
41
Properties=species:S:1:pos:R:3
O 0.1974 0.8700 -0.4981
C 0.7032 1.7828 0.1119
O 1.9708 1.7830 0.4958
H 2.4182 0.9341 0.2756
C -0.0385 3.0246 0.5368
H 0.6157 3.8879 0.4169
H -0.9125 3.1398 -0.1035
C -0.4630 2.9090 2.0113
H -1.1731 3.7094 2.2282
H 0.4175 3.0575 2.6388
C -1.0806 1.5559 2.3658
C -2.3282 1.2093 1.5549
H -3.1308 1.9106 1.7902
H -2.1104 1.2770 0.4884
C -2.8018 -0.2165 1.8538
N -1.8952 -1.2004 1.3040
C -0.9712 -1.8224 2.0483
O -0.8655 -1.7222 3.2507
C -0.0384 -2.7505 1.2412
N 0.6271 -2.0894 0.1409
N 1.7535 -1.4678 0.4431
N 2.4371 -0.8739 -0.4144
C 2.0726 -0.8863 -1.7392
C 2.8948 -0.2662 -2.6860
C 2.5257 -0.2781 -4.0108
C 1.3409 -0.8949 -4.4176
C 0.5171 -1.5010 -3.4963
C 0.8782 -1.5051 -2.1492
C 0.0302 -2.0891 -1.1233
O -1.0861 -2.5476 -1.2756
H -0.4080 -1.9764 -3.7843
H 1.0688 -0.8880 -5.4623
H 3.1553 0.1992 -4.7470
H 3.8055 0.2075 -2.3542
H 0.7229 -3.1272 1.9256
H -0.6323 -3.5717 0.8306
H -1.9141 -1.3477 0.3045
H -3.7936 -0.3831 1.4252
H -2.8410 -0.3831 2.9328
H -0.3319 0.7756 2.2190
H -1.3362 1.5556 3.4275
```

Its SMILES is O=C(O)CCCCCNC(=O)Cn1nnc2ccccc2c1=O. Its spin multiplicity is 1. The total charge is 0. The maximum force comes out at 0.0252 hartree/bohr.


Energy relative to the best compared isomer or geometry (same formula, charge and spin) for the records above, in order: 268.22; 68.35; 579.46; 157.19 kJ/mol
DFT total energy for the records above, in order: -917.57925; -1789.22122; -1102.25883; -1102.41966 hartree